(1)
{"formula": "C13H25N2O4", "method": "wB97M-V/def2-TZVPD", "orbital_gap_ev": 4.88, "energy_ha": -920.6091, "total_charge": -1, "e_above_lowest_kj_mol": 351.2, "symbols": ["O", "O", "O", "O", "N", "N", "C", "C", "C", "C", "C", "C", "C", "C", "C", "C", "C", "C", "C", "H", "H", "H", "H", "H", "H", "H", "H", "H", "H", "H", "H", "H", "H", "H", "H", "H", "H", "H", "H", "H", "H", "H", "H", "H"], "xyz": [[-3.73214, -1.79182, 0.51194], [1.33213, -0.88221, -1.12813], [1.36403, -1.22966, -3.49574], [4.67969, -1.35093, -4.80778], [4.17583, -0.36483, -2.48382], [2.95666, 0.30367, -2.69681], [2.83261, 1.54014, -1.85974], [1.95775, 3.09069, 2.86312], [-0.32844, 1.62315, 2.73055], [1.80838, -0.64702, -2.44529], [4.52995, -0.80895, -3.69251], [-4.09910, -2.97011, 0.00192], [-0.48835, -0.85814, 1.64406], [1.25919, 1.68807, 2.45501], [-0.70699, -1.62639, 0.24695], [-5.58150, -3.19453, 0.36420], [-0.12928, -0.82559, -1.04422], [-1.12243, 0.61887, 1.71836], [1.87537, 2.56441, -2.65508], [1.47872, 1.41218, 1.35652], [-1.20612, 1.16638, 0.71545], [2.53860, 2.91109, 3.83852], [-3.57484, -3.88075, 0.35777], [-0.06080, -2.59631, 0.30654], [-6.22634, -2.41579, -0.05813], [2.00985, 3.61624, -2.22205], [3.89170, 2.02320, -1.84145], [-5.92440, -4.15827, -0.03901], [-1.03938, -1.49082, 2.45178], [-0.66479, -1.30541, -1.95918], [1.21852, 3.95967, 2.96504], [-0.75771, 2.68696, 2.55258], [-5.73632, -3.22051, 1.44869], [0.63033, -0.91736, 1.91672], [2.74556, 3.31864, 2.04875], [2.52992, 1.34245, -0.77151], [1.75466, 0.87326, 3.12228], [-1.79573, -1.99159, 0.09267], [2.09138, 2.58881, -3.78630], [-0.42541, 0.28543, -1.06281], [-4.04824, -3.10314, -1.09796], [-2.19330, 0.50842, 2.15958], [0.79124, 2.15622, -2.54003], [-0.61044, 1.35213, 3.81852]], "atomic_forces_ev_per_a": [[1.26, 0.43, -0.14], [0.97, 1.22, -3.08], [1.71, 2.46, 5.08], [-0.25, 3.39, 6.93], [2.98, -2.39, -4.60], [-3.14, 0.58, 1.96], [1.26, 1.47, -0.60], [0.53, -0.90, -0.43], [-0.43, 0.27, -0.64], [-1.62, -2.58, -3.33], [-1.43, -1.91, -2.29], [-1.59, 0.23, 0.61], [-0.61, -0.64, 0.14], [-0.17, -0.45, 0.90], [1.62, -0.34, -0.19], [-0.38, -0.86, -0.33], [-2.95, -0.63, 0.12], [-0.12, 0.28, 1.16], [-0.49, -0.85, 0.43], [-0.45, 0.50, 1.68], [0.18, -1.05, 1.29], [-0.98, 0.63, -1.34], [0.44, -0.22, 0.40], [-0.95, 1.56, -0.15], [0.23, 0.07, 0.05], [-0.51, -1.55, -0.55], [-1.76, -1.00, 0.02], [-0.20, -0.15, -0.01], [0.95, 1.04, -1.40], [1.46, 0.74, 1.40], [1.10, -1.29, -0.15], [0.62, -1.66, 0.30], [0.19, 0.14, -0.08], [-1.61, 0.49, -0.48], [-1.25, -0.04, 1.36], [0.19, 0.24, -1.63], [-0.75, 1.25, -1.39], [1.16, 1.32, 0.32], [-0.04, -0.17, 1.88], [0.46, -1.59, 0.26], [0.13, 0.29, -0.54], [1.75, 0.19, -1.13], [1.69, 1.12, -0.17], [0.80, 0.37, -1.63]]}

=====

(2)
{"formula": "C13H25N3", "method": "wB97M-V/def2-TZVPD", "orbital_gap_ev": 8.84, "energy_ha": -674.6099, "total_charge": 0, "smiles": "NCCCCCCCCCCc1c[nH]cn1", "e_above_lowest_kj_mol": 22.5, "symbols": ["N", "N", "N", "C", "C", "C", "C", "C", "C", "C", "C", "C", "C", "C", "C", "C", "H", "H", "H", "H", "H", "H", "H", "H", "H", "H", "H", "H", "H", "H", "H", "H", "H", "H", "H", "H", "H", "H", "H", "H", "H"], "xyz": [[1.29808, 1.90988, 0.28493], [-0.07574, 3.17665, -0.83051], [3.59871, 0.06614, 1.01879], [-3.07829, -1.52825, 0.25616], [2.51961, -1.24700, -0.81419], [1.21692, 2.81828, -0.70198], [0.07053, 1.60717, 0.76779], [-2.24777, 2.36891, 0.04200], [-0.75666, 2.35581, -0.02501], [-0.91542, -2.82270, 0.30101], [-2.50478, -0.16061, -0.25705], [-2.35917, -2.74795, -0.29668], [-2.93310, 1.05949, 0.54506], [3.81098, -0.88377, -0.10198], [1.52837, -1.98175, 0.07963], [0.20036, -2.25563, -0.60336], [-4.01616, 1.19909, 0.62791], [1.92225, -2.93668, 0.47406], [-1.43022, -0.26275, -0.27665], [-4.17257, -1.58160, 0.02733], [-2.61917, 2.58712, -0.96352], [-2.93479, -3.63002, -0.05568], [2.13190, 1.52194, 0.76070], [2.70752, -1.92854, -1.64825], [-0.06705, 0.86590, 1.54464], [2.04226, 3.27611, -1.24595], [-2.50007, 3.24429, 0.63232], [1.26573, -1.44534, 0.97987], [4.32626, -1.82778, 0.18073], [-2.32710, -2.72146, -1.39233], [-0.63409, -3.88781, 0.52041], [2.03444, -0.36443, -1.23432], [0.35544, -2.97122, -1.42056], [3.27882, -0.45798, 1.82652], [4.42166, -0.37428, -0.82028], [-2.77251, -0.01043, -1.32061], [4.49582, 0.41632, 1.27953], [-2.99853, -1.54072, 1.35333], [-0.90503, -2.27804, 1.27570], [-0.17681, -1.36543, -1.11744], [-2.48485, 0.91297, 1.55160]], "atomic_forces_ev_per_a": [[2.51, -0.77, 1.16], [1.57, -0.34, -1.55], [-0.38, -0.90, -0.24], [-0.88, 1.12, -0.33], [-0.52, -0.52, 0.41], [-1.57, 0.93, 0.57], [-0.08, 0.04, -0.68], [-0.67, -0.14, -0.73], [-1.57, -0.50, 1.36], [0.32, -0.65, 0.17], [-0.95, -0.89, -0.59], [0.90, 0.39, 0.19], [1.81, 0.66, 0.81], [-0.33, -0.31, -0.07], [-0.59, -0.49, 0.37], [-0.65, -0.42, -0.72], [0.22, -0.16, -0.04], [0.18, 0.21, -0.36], [0.23, 0.34, 0.28], [0.73, 0.07, 0.13], [0.03, 0.05, -0.04], [-0.04, -0.36, 0.25], [-0.20, 0.20, -1.03], [0.35, 0.16, -0.10], [-0.07, 0.18, -0.21], [-0.21, -0.33, 0.40], [-0.51, -0.01, 0.33], [0.19, 0.69, 0.40], [-0.14, 0.54, 0.10], [0.13, 0.11, 0.06], [-0.34, 0.84, -0.01], [0.06, 0.12, 0.09], [0.03, -0.03, 0.00], [-0.12, 0.05, 0.05], [0.61, 0.25, -0.36], [-0.09, -0.20, 0.29], [0.63, 0.40, 0.26], [-0.04, -0.02, -0.16], [-0.04, -0.37, -0.54], [0.26, 0.10, 0.18], [-0.77, -0.04, -0.09]]}

=====

(3)
{"formula": "C13H25N3O2", "method": "wB97M-V/def2-TZVPD", "orbital_gap_ev": 8.57, "energy_ha": -824.6607, "total_charge": 0, "e_above_lowest_kj_mol": 1293.0, "symbols": ["O", "O", "N", "N", "N", "C", "C", "C", "C", "C", "C", "C", "C", "C", "C", "C", "C", "C", "H", "H", "H", "H", "H", "H", "H", "H", "H", "H", "H", "H", "H", "H", "H", "H", "H", "H", "H", "H", "H", "H", "H", "H", "H"], "xyz": [[0.66801, -1.45820, 1.18371], [-0.79104, 2.68666, -2.36779], [1.24060, 3.47623, -1.90211], [0.49683, 1.10575, -1.54539], [-1.41379, -2.34831, 1.04801], [0.32440, 2.47456, -1.79718], [1.41727, 1.11627, -0.16933], [-1.26682, -3.49272, 4.01364], [-0.43437, -4.21283, 0.15458], [-1.48978, 0.18374, -0.42519], [-0.42551, -1.25596, 1.08061], [-0.45790, -4.09159, 2.78831], [-0.15768, 0.07685, -1.63144], [-1.16933, -3.72385, 1.39326], [-0.77167, 0.05967, 0.83135], [1.07325, 4.69712, -2.41976], [2.52103, 2.93485, -2.14514], [0.34551, 1.13389, 0.98624], [0.49338, -3.65171, 0.35077], [-0.94801, 0.45851, -2.52630], [-1.59942, 0.28447, 1.73302], [-0.82100, -4.12185, -0.81907], [3.05124, 3.44530, -2.97235], [-2.11339, -4.07301, 1.46264], [-0.19506, -5.17403, 2.89089], [1.82249, 0.06279, -0.19272], [-1.39224, -2.32738, 3.84780], [1.62697, 5.59532, -1.62414], [-2.14347, 1.19695, -0.63905], [0.76201, 0.92123, 1.98476], [-2.37531, -1.89729, 1.09418], [-2.35027, -3.96908, 4.06962], [-0.70882, -3.48607, 4.97305], [3.42008, 3.23852, -1.23941], [0.00408, -0.77733, -1.49153], [1.33496, 4.92687, -3.29048], [-0.15540, -5.30452, 0.45575], [2.69094, 1.93960, -2.13033], [-2.09920, -0.55035, -0.56594], [-0.00952, 2.21865, 1.18727], [2.11101, 1.84531, 0.05746], [-0.07350, 5.04114, -2.07934], [0.63558, -3.30108, 2.76949]], "atomic_forces_ev_per_a": [[11.32, -3.59, 1.65], [1.01, 0.41, 1.54], [3.13, -5.70, 1.87], [13.73, 11.32, 5.75], [-0.93, 5.48, 0.87], [-7.15, -1.45, -5.41], [-3.98, -4.62, 0.07], [-1.23, 1.15, -1.12], [2.77, -2.95, 3.97], [2.38, 6.28, -2.57], [-8.02, -3.70, -0.65], [2.32, 4.09, -0.12], [-16.56, 7.89, -3.97], [1.94, 0.70, -0.19], [-5.07, 6.32, 2.89], [-5.93, 5.87, 11.05], [5.52, 4.59, 2.52], [0.33, 0.63, 0.90], [0.11, -0.34, -1.17], [1.91, -2.16, 1.39], [1.82, -0.16, -1.76], [-0.83, 0.29, -0.83], [-0.71, -0.54, -0.06], [-3.19, -1.77, 0.20], [-0.23, 1.05, -0.24], [0.18, 1.40, 0.18], [-0.04, -2.31, -0.01], [-0.94, -2.53, -2.30], [2.11, -2.30, 0.71], [0.65, -0.10, -0.56], [1.57, -1.55, 0.23], [2.25, 0.95, 0.24], [-0.48, -0.72, -0.56], [-2.54, -0.41, -1.92], [4.13, -12.47, 1.13], [1.95, 1.35, -7.53], [-0.32, 1.45, -1.27], [-0.38, -3.16, -0.54], [-3.74, -4.62, -1.12], [-0.14, -1.76, -0.95], [1.46, 1.65, -0.58], [2.83, -0.91, -1.79], [-3.01, -3.00, 0.05]]}

=====

(4)
{"formula": "C13H25O7PSi", "method": "wB97M-V/def2-TZVPD", "orbital_gap_ev": 8.58, "energy_ha": -1667.8092, "total_charge": 0, "smiles": "CP(C)[SiH2]C[C@@H]1CO1.C[C@@H]1COC(=O)O1.C[C@@H]1COC(=O)O1", "symbols": ["P", "Si", "O", "O", "O", "O", "O", "O", "O", "C", "C", "C", "C", "C", "C", "C", "C", "C", "C", "C", "C", "C", "H", "H", "H", "H", "H", "H", "H", "H", "H", "H", "H", "H", "H", "H", "H", "H", "H", "H", "H", "H", "H", "H", "H", "H", "H"], "xyz": [[4.31841, 1.44310, -1.27397], [2.45114, 1.29131, -2.46410], [-2.61290, -1.20689, 2.38040], [-2.23245, -2.13008, 4.37194], [-1.52070, -3.79038, -1.33841], [-1.42654, -1.62761, -1.95431], [-3.29563, -2.43636, -1.05039], [-2.88610, 0.02298, 4.24732], [0.02187, 3.16211, -0.56990], [-2.22512, -3.21364, 3.42023], [1.26329, 2.43687, 0.00269], [1.22669, 3.45312, -1.11572], [-1.85202, 0.77162, -1.96198], [-3.44028, -1.00423, -1.08401], [4.03694, 0.59780, 0.34769], [-2.02888, -2.72343, -1.44392], [1.49491, 2.93330, -2.52830], [-1.96998, -2.46668, 2.13310], [-2.60647, -1.00130, 3.72362], [-2.42992, -0.60709, -2.13516], [-1.18606, -4.24698, 3.77066], [4.72564, 3.20568, -0.98048], [-1.14640, 1.02226, -2.75353], [1.07640, 2.72075, 1.03426], [-3.22163, -3.66307, 3.41846], [0.86495, 1.43590, -0.10878], [4.00429, 1.29741, 1.18041], [-2.65151, 1.51245, -1.98098], [-3.20004, -0.60664, -0.09530], [4.59182, 3.78531, -1.89024], [1.59673, 0.25055, -1.84693], [-2.84413, -0.72585, -3.14021], [-1.44723, -4.75419, 4.69868], [-1.10659, -4.99075, 2.97825], [1.66413, 4.42432, -0.86502], [2.11590, 3.69430, -2.99766], [-0.90738, -2.28471, 1.95292], [5.77061, 3.29133, -0.69368], [-2.40294, -2.95552, 1.26424], [4.13936, 3.66890, -0.18599], [3.11264, 0.03162, 0.29161], [2.75390, 0.82994, -3.83623], [-0.21343, -3.77718, 3.91928], [0.51316, 2.86789, -2.98977], [4.87966, -0.06400, 0.51549], [-4.46040, -0.73404, -1.34344], [-1.30773, 0.85980, -1.02283]], "atomic_forces_ev_per_a": [[0.95, -0.68, -0.65], [-0.60, 0.33, 0.00], [0.08, -0.07, -0.03], [-0.12, 0.00, -0.10], [0.08, -0.21, 0.09], [-0.11, -0.05, -0.05], [0.07, 0.17, 0.02], [-0.06, 0.22, 0.09], [-0.60, 0.29, -0.09], [0.27, -0.19, 0.01], [-3.69, 0.84, 0.82], [1.45, -1.04, 0.15], [0.28, 0.02, -0.02], [-0.18, -0.05, 0.02], [0.07, 0.50, -0.14], [-0.03, 0.13, -0.06], [0.26, 0.32, 0.80], [-0.08, -0.05, -0.22], [0.05, -0.16, -0.01], [0.10, 0.32, 0.03], [0.08, 0.09, 0.32], [-0.28, 0.21, 0.52], [-0.07, -0.10, -0.09], [1.52, 0.26, 0.23], [-0.04, 0.08, -0.03], [1.33, -0.52, -0.55], [-0.22, 0.10, 0.05], [0.00, 0.02, 0.05], [0.06, 0.05, -0.03], [-0.03, -0.03, -0.15], [0.06, -0.11, -0.06], [-0.03, -0.08, 0.02], [-0.04, -0.04, -0.03], [-0.03, 0.01, -0.03], [-0.17, -0.08, -0.04], [-0.12, -0.07, -0.54], [0.03, -0.07, 0.09], [0.12, -0.09, -0.05], [-0.12, 0.12, -0.01], [-0.16, 0.02, -0.02], [-0.06, -0.14, 0.16], [0.09, 0.09, -0.02], [0.01, 0.03, -0.11], [0.09, -0.01, -0.47], [-0.03, -0.20, 0.04], [-0.04, -0.17, -0.02], [-0.15, 0.00, 0.11]]}

=====

For each record above, in turn, the calculated HOMO level values are -2.78 -8.09 -7.84 -8.04 eV.
For each record above, in turn, the calculated strongest force on any atom values are 7.72 2.87 18.77 3.87 eV/A.